1.
Density functional theory data (ωB97M-V with the def2-TZVPD basis set) for a structure of composition C31H32CuN6O3S.

Values from the calculation:
E_LUMO in eV: 2.43
Multiplicity: 1
Charge: -1
Energy above the lowest of the compared OMol25 structures with the same formula, charge and spin in kcal per mole: 0.0

XYZ file:
```
74
Properties=species:S:1:pos:R:3:lowdin_charge:R:1
Cu -0.0360 1.3304 2.1112 0.31
N -2.5648 0.2610 3.0978 0.00
N -2.3809 -1.0915 2.7353 -0.04
C -1.3017 -1.3980 1.8545 -0.76
O -1.0580 -2.6033 1.7135 -0.03
O -0.7697 -0.4168 1.2515 -0.12
H -1.8983 0.5640 3.8030 0.05
H -3.5063 0.3736 3.4417 0.07
H -2.4011 -1.7619 3.4891 0.11
C 3.8196 -0.5726 -3.8530 -0.06
C 3.5254 -1.3036 -2.5354 -0.56
C 2.0644 -1.7535 -2.5512 -0.07
C 4.4135 -2.5525 -2.4396 -0.05
C 3.8236 -0.3791 -1.3550 -0.17
C 5.1221 0.1504 -1.2014 -0.05
C 5.4658 0.9757 -0.1493 -0.09
C 4.4864 1.2976 0.7874 -0.48
S 4.5516 2.2731 2.2224 1.07
C 2.8493 1.9278 2.5162 -0.51
N 2.3022 1.1659 1.6278 0.09
C 3.1946 0.7889 0.6478 -0.28
C 2.8627 -0.0513 -0.4178 0.06
C 2.1027 2.4768 3.6622 -0.27
C 2.7943 3.1602 4.6670 -0.09
C 2.1078 3.6831 5.7475 -0.12
C 0.7267 3.5140 5.8012 -0.12
C 0.0604 2.8315 4.7929 -0.15
C 0.7022 2.2711 3.6725 -0.13
H 3.5985 -1.2248 -4.7029 0.08
H 4.8665 -0.2723 -3.9245 0.07
H 3.2052 0.3259 -3.9427 0.09
H 1.8929 -2.4049 -3.4115 0.08
H 1.3813 -0.9049 -2.6313 0.09
H 1.7993 -2.3105 -1.6504 0.09
H 4.2107 -3.2256 -3.2777 0.08
H 4.2189 -3.0925 -1.5110 0.09
H 5.4739 -2.2938 -2.4630 0.07
H 5.8868 -0.1003 -1.9277 0.10
H 6.4753 1.3576 -0.0597 0.10
H 1.8472 -0.4263 -0.4525 0.11
H 3.8729 3.2786 4.6138 0.07
H 2.6358 4.2092 6.5334 0.09
H 0.1690 3.9196 6.6399 0.09
H -1.0197 2.7392 4.8861 0.07
C -4.4237 -5.7785 -1.2496 -0.07
C -4.1614 -4.2992 -1.3542 -0.29
C -3.0211 -3.7316 -0.7924 -0.03
C -2.7746 -2.3763 -0.8993 0.00
C -3.6800 -1.5479 -1.5549 -0.20
N -3.3612 -0.1676 -1.5842 0.16
C -4.2116 0.8632 -1.8312 -0.51
O -5.3481 0.7490 -2.2633 0.04
N -3.7042 2.1469 -1.6301 0.13
C -2.4571 2.5845 -1.1603 -0.21
C -1.8448 3.6826 -1.7557 -0.02
C -0.6218 4.1185 -1.2854 -0.06
C -0.0170 3.4241 -0.2508 -0.12
N -0.5983 2.3778 0.3255 0.04
C -1.8070 1.9867 -0.0813 -0.06
C -4.8236 -2.0916 -2.1292 -0.02
C -5.0454 -3.4587 -2.0191 -0.06
H -3.8643 -6.2153 -0.4216 0.07
H -4.1241 -6.3025 -2.1619 0.07
H -5.4834 -5.9855 -1.0879 0.07
H -2.3240 -4.3359 -0.2243 0.11
H -1.8916 -1.9554 -0.4319 0.09
H -2.4584 0.0473 -1.1951 0.11
H -4.3129 2.8323 -2.0442 0.14
H -2.3281 4.1828 -2.5875 0.11
H -0.1292 4.9733 -1.7303 0.10
H 0.9580 3.6993 0.1356 0.11
H -2.2331 1.1678 0.4915 0.10
H -5.5326 -1.4514 -2.6289 0.09
H -5.9484 -3.8742 -2.4563 0.11
```


2.
Density functional theory data (ωB97M-V with the def2-TZVPD basis set) for a structure of composition C17H21BFeN in a non-equilibrium geometry.

Values from the calculation:
E_LUMO (spin up / spin down) in eV: 2.73 / 2.56
Multiplicity: 5
Charge: -1

XYZ file:
```
41
Properties=species:S:1:pos:R:3:lowdin_charge:R:1
H 1.2977 0.8060 1.3149 -0.01
B 1.2091 1.9393 1.8197 -0.40
N -0.1955 2.1811 2.5461 -0.12
C -0.4011 3.3855 3.1348 -0.15
C -1.5958 3.7063 3.7618 -0.14
C -2.6481 2.7869 3.7714 -0.19
C -2.4197 1.5404 3.1739 -0.13
C -1.1809 1.2565 2.6013 -0.12
H 2.0857 2.0716 2.6509 0.00
H 1.3185 2.7867 0.9528 0.00
H 0.4550 4.0628 3.0637 0.10
H -1.6747 4.6849 4.2281 0.08
H -3.6014 3.0389 4.2301 0.06
H -3.1865 0.7794 3.1396 0.07
H -0.9544 0.2797 2.1687 0.09
C 2.9939 -1.5281 0.0900 -0.11
C 1.8479 -2.2630 -0.4852 -0.14
C 1.5765 -2.2384 -1.8694 -0.32
C 0.5918 -3.1003 -2.5718 -0.12
C 0.1627 -2.4229 -3.7546 -0.13
C 0.8565 -1.1523 -3.8485 -0.15
C 1.7279 -1.0283 -2.7229 -0.09
Fe -0.1135 -1.3164 -2.0923 0.34
C -0.3484 -0.2327 -0.4656 -0.15
C -1.1292 -1.4438 -0.3713 -0.14
C -2.0066 -1.4919 -1.5174 -0.14
C -1.7765 -0.2962 -2.3077 -0.15
C -0.7625 0.4925 -1.6405 -0.12
H 3.1735 -1.8459 1.1283 0.08
H 3.9004 -1.6873 -0.5236 0.08
H 2.8049 -0.4408 0.1093 0.07
H 1.3167 -3.0072 0.1276 0.11
H 0.3528 -4.1031 -2.2417 0.11
H -0.5048 -2.8380 -4.5079 0.11
H 0.8022 -0.4501 -4.6730 0.11
H 2.4384 -0.2329 -2.4894 0.13
H 0.3007 0.1399 0.3075 0.03
H -1.1392 -2.1091 0.4860 0.12
H -2.7892 -2.2267 -1.6668 0.11
H -2.3527 0.0151 -3.1704 0.11
H -0.4322 1.5019 -1.8865 0.12
```


charge of number 2 (C17H21BFeN)? -1


charge of number 1 (C31H32CuN6O3S)? -1